Computed, not measured: a molecular structure, C3H3O2Pt, with wB97M-V/def2-TZVPD.

Geometry as XYZ:
```
9
Properties=species:S:1:pos:R:3:forces:R:3
O -0.26293 1.06480 0.14303 -3.18 0.08 1.09
C 0.65329 -1.25630 -0.14678 -2.54 -0.48 0.29
C -1.54040 0.38783 -0.08030 -0.88 -0.87 -0.70
C -0.34378 -0.38800 -0.03137 -1.01 -1.26 -0.46
H 2.24996 -1.58779 0.08981 0.13 3.41 0.49
H -1.99952 0.63749 -1.04120 0.13 0.01 0.26
H -2.20971 0.43884 0.78318 0.31 0.07 -0.18
O 1.84572 -0.59534 0.23652 1.80 -7.50 -0.05
Pt 1.60737 1.29849 0.04712 5.24 6.54 -0.75
```
Positions in Å, forces in eV/Å.

Calculated values
LUMO level (spin up / spin down) (eV): 0.52 / -2.26
Orbital gap (spin up / spin down) (eV): 7.70 / 6.58
2S+1: 4